Formula: C28H58NO15S6
Source: OMol25
Level of theory: ωB97M-V with the def2-TZVPD basis set

Multiplicity: 1
Kohn-Sham gap in eV: 10.11
HOMO in eV: -11.60
Total charge: +1
DFT total energy in eV: -127171.48118

The geometry in XYZ format:
```
108
Properties=species:S:1:pos:R:3:forces:R:3
N 0.609 0.753 -0.170 -6.4 3.8 0.0
H 0.854 1.757 -0.018 -0.5 -0.6 -0.4
H -0.500 0.616 -0.420 3.2 1.0 0.7
H 0.737 0.315 0.665 1.1 -2.3 2.8
H 1.061 0.450 -0.935 2.6 -1.9 -3.2
C -0.286 0.354 5.595 0.9 2.2 -5.6
C -0.795 1.724 4.991 1.6 -1.1 2.1
C 0.111 2.862 5.475 -2.9 0.9 -4.8
O 1.136 2.916 4.472 -1.7 -0.3 -1.2
C 0.627 2.282 3.312 1.2 2.1 2.0
O 1.256 2.364 2.305 -0.8 -0.9 -0.4
O -0.573 1.733 3.571 -0.6 0.0 -0.4
H -0.774 -0.408 5.095 -1.9 -1.8 0.1
H -0.249 0.505 6.562 -0.5 -0.3 5.1
H 0.707 0.118 5.250 0.9 0.6 -0.1
H -1.775 1.872 5.502 -0.1 0.1 -1.9
H 0.556 2.542 6.254 3.1 -1.8 5.9
H -0.503 3.741 5.721 0.8 0.4 -0.8
C -1.371 5.353 -4.189 1.6 -8.3 7.9
C -2.418 5.699 -3.241 -0.6 -0.3 1.6
C -2.649 4.604 -2.158 1.3 -0.9 -0.9
S -0.864 4.176 -1.832 -1.3 -3.0 -5.8
O -0.672 2.729 -1.978 -0.4 1.1 0.2
O -0.381 4.839 -0.743 1.9 2.6 5.8
C -0.122 5.084 -3.258 -3.8 3.0 1.2
H -1.235 6.027 -4.775 1.8 7.9 -7.3
H -1.562 4.423 -4.640 -0.5 -1.1 -1.1
H -3.249 5.862 -3.805 -3.0 0.3 -1.2
H -2.164 6.687 -2.885 0.0 0.1 1.0
H -3.080 3.582 -2.516 0.4 2.1 0.5
H -3.130 5.010 -1.259 0.2 -0.5 -0.2
H 0.691 4.706 -3.696 2.9 -2.3 -1.5
H 0.243 6.073 -2.845 -0.7 -1.1 -0.1
C -0.841 -4.515 4.431 4.8 -1.7 -5.7
C 0.487 -3.931 4.958 -4.0 0.2 2.7
C 1.353 -3.495 3.931 1.5 -5.6 -4.3
S 0.357 -2.970 2.567 1.4 0.5 -1.6
O 0.655 -3.696 1.332 -0.4 0.7 1.3
O 0.456 -1.505 2.548 -0.9 -1.0 -0.2
C -1.156 -3.617 3.239 -2.5 2.2 0.8
H -1.538 -4.664 5.128 -2.9 -0.3 2.6
H -0.575 -5.534 3.907 -0.6 1.4 1.3
H 0.808 -4.615 5.680 1.4 -1.0 0.9
H 0.147 -3.080 5.542 0.1 0.5 0.3
H 1.936 -4.468 3.450 -1.5 2.1 1.0
H 2.143 -2.937 4.184 2.5 2.9 0.8
H -1.828 -4.005 2.432 0.8 0.3 0.7
H -1.596 -2.649 3.676 0.1 -1.2 -0.8
C 5.064 3.431 0.057 -2.3 -2.8 -2.9
C 5.874 2.826 -1.112 2.6 -1.1 -0.8
C 4.931 2.688 -2.393 0.1 -1.2 1.8
S 3.439 3.543 -1.890 -2.4 -1.7 -1.3
O 2.462 2.594 -1.333 1.1 0.8 -0.4
O 2.991 4.442 -2.921 0.0 -0.1 -0.3
C 4.110 4.458 -0.640 3.9 0.3 1.9
H 5.665 3.602 0.872 1.2 1.5 1.7
H 4.420 2.551 0.398 0.4 1.3 -0.3
H 6.307 1.787 -0.821 -0.9 1.7 -0.5
H 6.845 3.462 -1.334 -2.1 -1.0 0.2
H 4.831 1.726 -2.954 -0.6 0.0 1.7
H 5.188 3.177 -3.254 1.4 2.4 -1.7
H 3.435 4.759 0.069 -2.3 0.7 1.3
H 4.651 5.362 -0.978 -0.2 -0.6 -0.3
C -1.612 -3.170 -4.458 0.6 -0.8 -2.3
C -2.724 -2.078 -4.412 -1.5 1.5 -0.8
C -3.000 -1.601 -2.916 4.6 -2.5 -3.2
S -1.670 -2.381 -2.005 -0.2 -1.2 -2.1
O -2.107 -2.957 -0.783 -0.3 0.6 2.2
O -0.537 -1.535 -2.190 1.5 0.8 0.9
C -1.478 -3.778 -3.064 0.9 1.5 -1.6
H -0.648 -2.718 -4.882 -1.3 -0.5 1.0
H -1.866 -3.991 -5.225 0.2 1.2 1.2
H -3.692 -2.199 -5.124 1.9 -0.5 2.3
H -2.405 -1.165 -4.823 1.2 0.9 -1.1
H -3.561 -2.335 -2.667 -5.9 -3.5 2.5
H -3.014 -0.660 -2.566 -0.9 3.4 0.6
H -2.141 -4.553 -2.935 -2.7 -1.1 0.6
H -0.635 -4.368 -2.804 1.7 0.4 0.0
C -5.283 -0.997 1.711 1.4 -3.5 -6.2
C -3.865 -1.061 2.077 -0.7 -2.8 4.3
C -3.349 0.340 2.163 0.7 -2.3 -1.3
S -4.019 0.992 0.686 -3.1 4.8 3.7
O -3.020 1.000 -0.301 2.0 -0.3 -2.5
O -4.651 2.253 1.141 0.7 -1.4 -1.3
C -5.241 -0.212 0.356 -0.5 0.0 -0.2
H -5.816 -0.618 2.464 -2.6 1.9 2.4
H -5.678 -1.973 1.310 0.2 0.6 1.3
H -3.319 -1.770 1.525 1.0 -0.1 -1.9
H -3.813 -1.712 3.017 0.1 1.5 -0.2
H -2.359 0.107 1.885 1.9 1.1 0.5
H -3.555 0.917 3.029 -0.1 0.4 0.6
H -4.717 -0.628 -0.570 -1.4 -0.7 1.4
H -6.275 0.127 0.206 0.7 0.6 -0.7
C 3.663 -4.032 -3.012 -1.7 -1.6 6.8
C 2.183 -3.913 -2.803 -0.3 -7.4 2.7
C 1.889 -3.936 -1.278 1.0 2.7 -4.2
S 3.038 -2.892 -0.559 -2.5 2.4 -4.1
O 3.531 -3.570 0.496 3.1 -3.4 7.6
O 2.570 -1.527 -0.418 0.2 -0.2 -0.5
C 4.193 -3.053 -1.818 -0.4 -4.3 -1.8
H 4.001 -3.647 -3.835 1.8 1.6 -5.1
H 3.858 -5.112 -2.845 1.0 0.9 0.0
H 1.503 -4.742 -3.249 1.5 1.1 0.3
H 1.956 -3.108 -3.233 -2.7 6.8 -3.0
H 2.083 -4.816 -0.854 0.0 -3.7 1.7
H 1.026 -3.443 -1.148 -3.7 0.8 1.0
H 5.081 -3.486 -1.479 1.5 0.0 1.0
H 4.218 -2.082 -1.992 1.3 4.4 -2.4
```
Forces are in eV/Å.